# 1
{
  "formula": "C7H4NO5Sn",
  "method": "ωB97M-V/def2-TZVPD",
  "symbols": ["O", "C", "Sn", "O", "C", "C", "O", "C", "O", "C", "O", "H", "C", "C", "N", "H", "H", "H"],
  "coordinates": [[6.2508, -2.0051, -2.1231], [5.4474, -1.1802, -2.2869], [0.8896, 0.0393, -0.5759], [1.3934, -2.7042, 1.2812], [1.4577, -1.8046, 0.5171], [-0.8544, 2.7542, -1.4021], [-1.5787, 3.6626, -1.4530], [-0.4471, -1.0496, -2.3621], [-1.3703, -1.5766, -2.8836], [1.6464, 1.7100, 1.0768], [1.5296, 2.3648, 1.9712], [1.1845, 0.9669, -1.9338], [-2.9419, -0.2762, 1.9720], [-1.8287, -0.0475, 1.1148], [-0.9596, 0.1841, 0.4031], [-2.6915, -0.2806, 3.0046], [-3.4162, -1.2152, 1.8186], [-3.7109, 0.4580, 1.8611]],
  "lowdin_charge": [-0.004, 0.015, 0.894, 0.066, -0.225, 0.020, 0.056, -0.071, 0.083, -0.119, 0.152, -0.098, 0.007, -0.101, 0.015, 0.102, 0.103, 0.106],
  "total_energy_ev": -24868.7504,
  "e_lumo_ev": [-4.2, -4.3],
  "max_force_ha_per_bohr": 0.1639,
  "total_charge": 1,
  "gap_ev": [5.96, 5.77],
  "e_homo_ev": [-10.2, -10.1],
  "relative_energy_kcal_mol": 0.0
}

# 2
{
  "formula": "C7H52BF4FeO19",
  "method": "ωB97M-V/def2-TZVPD",
  "symbols": ["Fe", "B", "F", "F", "F", "F", "C", "O", "H", "H", "H", "H", "C", "O", "H", "H", "H", "H", "C", "O", "H", "H", "H", "H", "C", "O", "H", "H", "H", "H", "C", "O", "H", "H", "H", "H", "C", "O", "H", "H", "H", "H", "C", "O", "H", "H", "H", "H", "O", "H", "H", "O", "H", "H", "O", "H", "H", "O", "H", "H", "O", "H", "H", "O", "H", "H", "O", "H", "H", "O", "H", "H", "O", "H", "H", "O", "H", "H", "O", "H", "H", "O", "H", "H"],
  "coordinates": [[-22.4557, -17.7757, -23.1861], [-22.2982, -15.6210, -19.4324], [-21.8324, -16.6775, -18.7119], [-21.3077, -15.1890, -20.3165], [-23.3650, -16.1098, -20.1176], [-22.7910, -14.6516, -18.5726], [-19.2554, -12.9326, -23.2274], [-19.5963, -13.1358, -24.5841], [-19.8461, -13.5737, -22.5730], [-18.2303, -13.2175, -22.9905], [-19.4068, -11.8704, -23.0356], [-19.0871, -12.5181, -25.1139], [-24.6767, -22.1428, -22.3802], [-23.4278, -21.7840, -21.8185], [-25.1522, -21.2873, -22.8599], [-24.5052, -22.9243, -23.1204], [-25.3333, -22.4893, -21.5821], [-23.5203, -21.8870, -20.8686], [-26.4610, -13.7142, -22.4531], [-25.6100, -13.5520, -23.5941], [-27.4531, -14.0416, -22.7642], [-26.0221, -14.5023, -21.8412], [-26.3732, -12.8599, -21.7820], [-24.7514, -13.4252, -23.1838], [-23.2711, -12.3630, -21.3989], [-23.1730, -12.8713, -22.7094], [-22.3129, -12.0779, -20.9644], [-23.8576, -11.4508, -21.2889], [-23.7479, -13.0877, -20.7390], [-22.6050, -12.1922, -23.0807], [-26.7083, -18.5702, -27.3932], [-25.9170, -17.6142, -26.7319], [-27.4121, -18.8580, -26.6123], [-27.4493, -18.1123, -28.0484], [-26.1697, -19.4148, -27.8231], [-25.2253, -17.5268, -27.3919], [-19.5536, -20.3667, -20.7460], [-20.8502, -20.6038, -20.4656], [-19.5024, -19.3715, -21.1876], [-19.0803, -20.2823, -19.7677], [-19.0706, -21.0930, -21.3996], [-20.8113, -21.4536, -20.0208], [-16.7972, -16.8225, -22.8918], [-18.0964, -16.4007, -22.5152], [-15.9700, -16.1498, -22.6656], [-16.5764, -17.7782, -22.4163], [-16.6609, -17.0714, -23.9442], [-18.0391, -15.6199, -21.9596], [-22.6483, -19.7570, -23.6916], [-22.8343, -20.4083, -23.0153], [-22.8434, -20.2039, -24.5153], [-24.5273, -17.7602, -22.7152], [-24.9685, -17.8361, -21.8691], [-25.1794, -17.3606, -23.2909], [-18.9069, -19.6008, -24.5576], [-18.0216, -19.7749, -24.2380], [-19.3155, -20.4645, -24.6150], [-22.5676, -17.2620, -25.1281], [-22.7074, -17.6930, -25.9713], [-22.3912, -16.3482, -25.3519], [-23.1796, -20.9986, -25.9940], [-22.8623, -20.2358, -26.4774], [-22.9959, -21.7410, -26.5697], [-22.6277, -18.6746, -27.5271], [-23.2103, -18.2000, -28.1199], [-21.7498, -18.5121, -27.8724], [-26.6264, -17.2092, -21.1258], [-27.2706, -17.8206, -20.7686], [-26.9320, -17.0313, -22.0153], [-20.4094, -17.9417, -23.5130], [-19.7503, -17.4283, -23.0458], [-19.9030, -18.5195, -24.0840], [-21.5563, -14.8658, -25.6109], [-20.7273, -14.5416, -25.2589], [-21.5283, -14.6373, -26.5400], [-22.3689, -15.7419, -22.7804], [-22.3930, -14.9319, -23.2898], [-22.1527, -15.4601, -21.8915], [-22.0778, -18.1970, -21.1810], [-21.6233, -18.9595, -20.8228], [-22.1707, -17.6017, -20.4373], [-26.3911, -16.2379, -24.4221], [-26.3453, -15.2821, -24.3993], [-26.2891, -16.4610, -25.3474]],
  "lowdin_charge": [0.760, -1.397, 0.164, 0.123, 0.157, 0.140, -0.127, -0.128, 0.079, 0.076, 0.090, 0.095, -0.129, -0.135, 0.080, 0.085, 0.090, 0.088, -0.131, -0.143, 0.087, 0.072, 0.082, 0.011, -0.124, -0.120, 0.092, 0.089, 0.091, 0.101, -0.136, -0.122, 0.090, 0.087, 0.090, 0.064, -0.181, -0.107, 0.077, 0.099, 0.089, 0.108, -0.143, -0.113, 0.087, 0.075, 0.076, 0.086, -0.038, 0.033, 0.010, -0.041, 0.042, 0.024, 0.002, 0.076, 0.077, -0.049, 0.022, 0.013, -0.025, 0.001, 0.070, -0.011, 0.070, 0.088, -0.023, 0.059, 0.027, -0.060, 0.040, -0.016, -0.021, 0.025, 0.068, -0.025, 0.049, 0.030, -0.020, 0.035, 0.040, -0.037, 0.015, 0.004],
  "total_energy_ev": -92940.1501,
  "e_lumo_ev": [-2.9, -2.9],
  "max_force_ha_per_bohr": 0.0603,
  "total_charge": 1,
  "gap_ev": [8.67, 7.32],
  "e_homo_ev": [-11.6, -10.2],
  "multiplicity": 5
}

# 3
{
  "formula": "C7H5Br2IO2S",
  "method": "ωB97M-V/def2-TZVPD",
  "symbols": ["C", "C", "C", "C", "C", "C", "C", "O", "O", "S", "Br", "Br", "I", "H", "H", "H", "H", "H"],
  "coordinates": [[-0.0386, -2.5752, 1.0186], [0.9513, -1.6418, 1.4693], [-1.1782, -2.1136, 0.4071], [0.8380, -0.3098, 1.1448], [-1.3334, -0.7034, 0.0967], [-0.2802, 0.1353, 0.4450], [0.5940, 2.1064, -1.9205], [0.4009, 2.6241, 1.0062], [-1.8504, 2.1831, -0.0689], [-0.4817, 1.8500, 0.1401], [-0.5482, 1.1847, -3.2072], [2.3243, 1.3149, -1.8037], [0.6492, 4.2193, -2.0246], [0.2842, -3.5633, 1.2523], [1.9434, -2.0175, 1.5511], [-1.7339, -2.7552, -0.2953], [1.5359, 0.5023, 1.3614], [-2.0766, -0.4402, -0.5724]],
  "lowdin_charge": [-0.057, -0.053, -0.048, -0.084, -0.029, -0.343, -1.791, -0.366, -0.315, 0.617, 0.555, 0.589, 0.821, 0.098, 0.101, 0.115, 0.110, 0.081],
  "total_energy_ev": -170452.8009,
  "e_lumo_ev": -0.8,
  "max_force_ha_per_bohr": 0.0772,
  "total_charge": 0,
  "gap_ev": 8.34,
  "e_homo_ev": -9.2
}

# 4
{
  "formula": "C7H5ClN2",
  "method": "ωB97M-V/def2-TZVPD",
  "symbols": ["C", "C", "C", "C", "C", "C", "C", "N", "N", "Cl", "H", "H", "H", "H", "H"],
  "coordinates": [[2.0415, -0.2464, 0.5307], [1.3756, 1.0403, 0.3190], [1.2820, -1.3282, 0.6690], [-0.0363, 1.1085, 0.3455], [-0.1279, -1.2541, 0.5852], [-0.8190, -0.0322, 0.5478], [-2.2076, 0.0571, 0.2710], [-2.6769, -0.0941, -3.2339], [-1.6022, 0.0125, -3.0303], [-2.8197, 1.6143, 0.4509], [3.1393, -0.3429, 0.6507], [2.0060, 1.8140, 0.0470], [1.8099, -2.3800, 0.7997], [-0.5260, 2.1257, 0.3068], [-0.8386, -2.0945, 0.7407]],
  "lowdin_charge": [-0.081, -0.026, -0.117, -0.096, -0.026, -0.433, -0.451, 0.027, 0.019, 0.649, 0.118, 0.069, 0.148, 0.078, 0.122],
  "total_energy_ev": -22839.8174,
  "e_lumo_ev": [-1.1, -1.1],
  "max_force_ha_per_bohr": 0.0951,
  "total_charge": 0,
  "gap_ev": [7.39, 7.39],
  "e_homo_ev": [-8.5, -8.5],
  "relative_energy_kcal_mol": 60.7
}